19
Properties=species:S:1:pos:R:3:forces:R:3 method="wB97M-V/def2-TZVPD" e_homo_ev=-8.51 homo_lumo_gap_ev=9.02 spin_multiplicity=1 smiles=CSS.O.O.O.O e_above_lowest_kj_mol=75.4 e_lumo_ha=0.0187
C 2.779 -1.105 -0.211 -0.366 0.912 0.762
H -0.502 0.183 1.958 -0.477 0.038 0.128
H 3.701 -1.672 -0.384 -0.258 0.517 -0.272
O -0.400 -1.362 -2.096 -0.287 -0.028 0.045
H 2.074 -1.724 0.321 -0.156 -0.459 0.173
H -5.190 -0.014 1.802 0.080 -0.029 -0.046
H -1.109 -1.899 -2.464 0.148 -0.161 -0.062
O -0.364 0.984 1.439 0.768 -0.512 0.301
H -0.873 -0.556 -1.826 0.254 0.155 -0.040
O -4.399 -0.230 1.296 -0.029 0.237 0.062
H -4.385 -1.186 1.248 -0.020 -0.203 -0.021
H 4.357 2.430 0.495 -0.454 -0.453 -0.554
S 3.015 0.301 1.036 -0.380 -1.462 -0.551
H 2.203 -0.737 -1.084 0.809 -0.193 0.341
S 3.371 1.830 -0.253 0.687 1.141 0.066
H -1.529 0.921 -0.189 0.530 -0.180 -0.314
O -1.465 1.031 -1.160 -0.491 0.279 0.753
H -1.894 1.887 -1.261 0.019 -0.005 -0.468
H 0.609 0.916 1.333 -0.379 0.405 -0.301

---

19
Properties=species:S:1:pos:R:3:forces:R:3 method="wB97M-V/def2-TZVPD" e_homo_ev="-14.57 / -14.61" homo_lumo_gap_ev="10.29 / 6.73" spin_multiplicity=2 total_charge=+1 s2=0.75 e_above_lowest_kj_mol=0.0 e_lumo_ha="-0.1576 / -0.2894"
H -2.250 0.313 -2.300 0.035 0.117 0.261
H 1.369 0.297 0.729 0.445 -0.708 -0.223
H 1.440 2.372 0.479 -0.223 0.562 0.566
H -1.102 -2.427 1.051 0.023 -0.188 0.472
H -1.245 0.325 -1.086 -0.850 0.373 0.595
H -1.003 -3.746 -0.121 0.250 0.205 -0.323
H 0.164 -3.795 1.190 -0.110 0.232 0.401
C -0.429 -3.128 0.570 0.409 0.084 -0.754
O -1.474 0.924 0.662 0.014 -0.961 -0.373
O 1.624 1.366 -1.384 0.231 -0.440 0.228
H -0.695 1.299 1.085 -0.275 0.867 0.328
H 1.148 3.226 1.788 0.122 0.035 -0.162
O -1.340 0.169 -2.027 0.828 -0.500 -0.774
H -2.273 1.438 0.824 0.432 0.215 0.230
S 1.442 -0.991 1.218 -0.588 -0.034 -0.435
H 2.149 1.002 -2.111 0.157 0.293 0.154
S 0.711 -2.017 -0.374 -0.357 0.439 0.895
O 1.008 2.376 1.361 0.122 -0.759 -0.715
H 0.756 0.997 -1.555 -0.667 0.166 -0.371

---

18
Properties=species:S:1:pos:R:3:forces:R:3 method="wB97M-V/def2-TZVPD" e_homo_ev=-11.10 homo_lumo_gap_ev=11.47 spin_multiplicity=1 smiles=CO.O.O.O.O e_above_lowest_kj_mol=104.3 e_lumo_ha=0.0137
O -1.879 2.066 0.561 0.867 0.144 0.887
H -0.195 -0.248 1.119 0.075 -0.144 0.048
H 2.708 2.068 -0.681 0.067 -0.421 -0.823
H 2.117 -0.845 -1.771 0.687 -0.457 -0.020
H 2.802 2.235 0.797 -0.324 0.623 -0.524
H 1.642 -2.414 -1.006 -0.376 -0.048 0.006
H -3.449 -0.589 0.136 0.225 -0.715 -0.360
H -1.062 1.608 0.331 0.005 0.177 -0.058
C 1.696 -1.336 -0.894 -0.707 1.634 0.162
H -2.849 -1.960 -0.306 0.193 -0.099 0.404
H -0.172 -0.830 -1.382 -0.246 -0.157 -0.367
H 2.226 -1.071 0.015 0.502 -0.287 -0.145
O -3.372 -1.219 -0.607 -0.307 0.846 0.036
H -0.428 -0.448 2.652 -0.140 0.443 0.325
O -0.250 -0.894 1.831 0.035 -0.548 -0.040
O 2.507 2.706 -0.010 0.227 -0.227 1.358
O 0.451 -0.623 -0.690 0.062 -0.470 0.054
H -2.493 1.793 -0.095 -0.845 -0.295 -0.944

---

19
Properties=species:S:1:pos:R:3:forces:R:3 method="wB97M-V/def2-TZVPD" e_homo_ev=-10.45 homo_lumo_gap_ev=4.73 spin_multiplicity=1 e_above_lowest_kj_mol=818.8 e_lumo_ha=-0.2102
O 0.479 2.009 0.987 -1.552 -0.434 -0.074
H 0.516 2.658 1.703 0.709 0.210 -0.362
H 1.502 0.548 1.081 0.345 -0.062 0.650
H 1.476 -0.960 1.213 -0.080 -0.059 0.223
H -0.815 -3.105 -1.442 -0.088 0.166 0.077
H 0.652 1.115 -2.159 0.133 0.631 0.403
H 0.827 1.110 -0.387 0.175 0.837 0.870
H -0.916 -0.669 1.185 -0.168 -0.017 0.637
C 0.583 0.478 -1.267 -1.385 -1.733 -3.751
O -0.389 -2.355 -1.011 -0.449 1.064 -1.232
H -2.316 1.634 0.210 -0.400 -0.182 -0.110
O -0.462 -1.507 1.338 -0.036 0.485 0.045
H -0.805 1.561 0.609 0.905 0.039 0.611
H -0.831 -1.063 -1.236 0.762 -2.188 0.595
O 2.086 -0.228 1.028 0.011 -0.019 -0.173
H -0.492 -1.868 0.419 0.212 -0.765 0.461
H 1.298 -0.328 -1.406 -0.011 -0.216 0.892
O -0.732 -0.010 -1.352 0.963 2.283 0.934
O -1.659 0.982 0.487 -0.044 -0.041 -0.696

---

19
Properties=species:S:1:pos:R:3:forces:R:3 method="wB97M-V/def2-TZVPD" e_homo_ev="-15.54 / -14.11" homo_lumo_gap_ev="10.51 / 3.03" spin_multiplicity=2 total_charge=+1 s2=0.76 e_above_lowest_kj_mol=68.9 e_lumo_ha="-0.1849 / -0.4074"
H -1.117 0.820 -3.115 0.340 -0.196 0.127
H -0.144 -1.892 0.233 -0.001 0.183 -0.001
H -2.698 0.829 -2.131 -0.155 -0.216 0.218
H 0.738 1.552 -0.274 0.082 0.125 0.141
H -1.864 -0.661 1.188 -0.004 -0.395 0.330
C -1.623 1.072 -2.161 -0.275 0.813 -0.222
O 2.163 -1.052 -2.017 0.163 -0.055 -0.081
H 1.658 -0.256 -1.814 -0.005 -0.018 0.004
H 0.719 -3.145 0.001 -0.141 -0.012 -0.138
H 1.396 0.624 0.785 0.112 0.156 -0.112
H -0.619 0.200 1.281 0.076 -0.774 0.085
O 0.642 1.204 0.620 0.542 0.133 -0.263
H 1.755 -1.752 -1.456 -0.324 0.235 0.010
O 0.388 -2.354 -0.447 0.269 -0.265 0.214
O -1.108 1.709 -1.291 -0.070 -0.471 -0.383
H 0.415 0.500 3.213 0.224 0.348 0.175
H 0.365 2.066 2.885 0.155 -0.521 0.107
O -0.918 -0.743 1.377 -0.492 0.757 -0.362
O -0.149 1.278 3.123 -0.496 0.173 0.151

---

19
Properties=species:S:1:pos:R:3:forces:R:3 method="wB97M-V/def2-TZVPD" e_homo_ev=-9.18 homo_lumo_gap_ev=9.69 spin_multiplicity=1 smiles=CN.O.O.O.O e_above_lowest_kj_mol=79.8 e_lumo_ha=0.0187
H 2.692 0.450 -1.537 0.170 -0.120 0.054
H -1.861 0.691 0.104 0.009 -0.019 0.422
O -1.920 0.114 0.882 -0.042 -0.096 -0.406
O -1.021 -0.384 -3.506 0.457 0.020 0.036
O 1.803 0.552 -1.198 -0.313 -0.096 -0.299
H 1.732 -0.755 3.045 0.877 -0.093 -0.011
H 1.703 -0.059 -0.449 0.028 0.271 0.205
H -0.127 -0.522 -3.166 0.056 -0.023 0.017
C 1.655 0.321 2.880 -0.465 -1.364 -0.098
O -2.495 -1.434 -1.311 0.297 -0.469 0.337
H 1.123 1.347 1.238 -0.817 0.087 -0.318
H -1.752 -1.173 -1.874 -0.519 0.133 -0.245
H -2.003 -0.754 0.440 -0.142 0.287 0.181
H -3.253 -0.921 -1.593 -0.018 0.110 -0.231
H 1.180 0.589 3.836 -0.499 0.840 -0.559
H -0.941 0.465 -3.951 -0.200 0.082 -0.021
H 2.627 0.823 2.853 -0.154 -0.355 -0.218
N 0.920 0.416 1.575 1.518 0.378 1.521
H -0.062 0.235 1.731 -0.244 0.427 -0.367

---

21
Properties=species:S:1:pos:R:3:forces:R:3 method="wB97M-V/def2-TZVPD" e_homo_ev=-10.73 homo_lumo_gap_ev=11.02 spin_multiplicity=1 smiles="NC=O.O.O.O.O.O" e_above_lowest_kj_mol=136.4 e_lumo_ha=0.0107
N 1.959 0.781 -0.301 0.051 0.485 -0.891
H -4.070 -0.938 0.766 0.145 -0.061 0.134
H 1.988 1.556 2.358 -0.664 0.444 0.897
H 2.852 1.829 -1.832 0.223 -0.091 -0.490
H 0.523 1.898 1.122 -0.109 0.390 -0.318
O -0.128 2.211 1.764 0.087 -0.374 -0.188
C 2.092 1.065 -1.644 -0.518 -0.235 1.377
H 1.415 0.548 3.496 -0.183 0.805 0.048
H -3.270 0.025 -0.067 0.047 0.020 0.146
H 1.205 0.127 -0.158 0.414 -0.410 0.626
H 2.747 0.852 0.327 -0.270 -0.231 0.035
O 1.336 0.563 -2.440 0.314 0.433 -0.604
O -3.438 -0.215 0.852 -0.115 0.046 -0.275
O 1.985 0.682 2.742 1.145 -1.381 -0.638
H -0.415 1.359 2.117 -0.357 0.226 0.177
O -1.998 -3.167 -0.673 -0.293 -0.072 -0.063
O -0.892 -1.147 -2.192 -0.536 -0.435 -0.067
H -1.311 -3.762 -0.366 0.081 0.021 -0.111
H -1.650 -2.705 -1.455 0.128 -0.004 0.360
H -0.216 -1.102 -2.874 0.161 0.432 0.230
H -0.716 -0.461 -1.542 0.249 -0.009 -0.386

---

22
Properties=species:S:1:pos:R:3:forces:R:3 method="wB97M-V/def2-TZVPD" e_homo_ev="-4.46 / -4.21" homo_lumo_gap_ev="7.82 / 3.97" spin_multiplicity=2 total_charge=-1 s2=0.76 e_above_lowest_kj_mol=197.3 e_lumo_ha="0.1232 / -0.0090"
H -0.396 -2.075 2.597 -0.473 -0.271 2.267
H 1.724 -0.519 0.051 -0.026 -0.148 0.148
H -0.418 -2.555 -0.059 0.822 -0.655 0.053
H -0.641 0.219 1.680 -0.069 -0.118 -0.325
O 0.325 1.612 -1.695 0.185 0.177 -1.259
O -0.823 -2.146 -0.819 -0.626 -0.237 0.036
N -0.281 2.138 1.029 -2.512 2.000 0.247
N -1.713 0.538 -0.161 1.787 -1.255 3.357
O 1.712 -0.347 1.016 -0.909 -1.240 1.101
H -2.470 0.999 -0.558 -1.717 1.172 -0.324
H 0.472 1.788 0.452 0.171 0.283 -0.388
H -0.921 0.714 -0.752 0.777 0.097 -1.374
H 1.211 0.270 -1.917 0.596 -0.381 0.157
O 1.866 -0.555 -1.850 -0.253 0.753 -0.669
H -0.801 2.949 0.483 1.689 -2.448 1.149
C -1.209 1.023 1.201 -1.839 -0.205 -1.216
H -2.143 1.143 1.861 1.421 0.581 -0.774
H 0.211 2.070 -2.560 0.133 -0.587 0.965
H 2.497 -0.455 -2.586 -0.494 0.055 0.673
O -0.190 -1.917 1.704 0.143 0.059 -1.591
H -1.348 -1.530 -0.287 -0.358 0.777 -0.687
H 1.114 -1.075 1.466 1.550 1.591 -1.546